Entry 1:
Formula: C3H5ClS2
Source: the Open Molecules 2025 dataset
Level of theory: wB97M-V/def2-TZVPD

Structure (XYZ):
```
11
Properties=species:S:1:pos:R:3:lowdin_charge:R:1
C -0.819 0.452 0.183 -0.830
C 0.503 0.075 0.372 -0.987
C 0.011 -0.087 -1.019 -0.727
H -2.500 -1.670 -0.393 0.077
H -0.854 1.596 -0.065 0.140
H 0.661 -0.886 1.083 0.166
H 2.805 0.908 2.257 0.115
H 0.653 0.563 -1.844 0.140
S -2.181 -0.384 0.849 0.667
S 1.798 1.132 0.366 0.679
Cl -0.076 -1.698 -1.788 0.561
```

Values from the calculation:
Energy = -37378.1136 eV
Energy relative to the best compared isomer or geometry (same formula, charge and spin) = 150.8 kcal per mole
Largest force on an atom = 6.93 eV/Å

Entry 2:
Formula: C3H5CuLiO4
Source: the Open Molecules 2025 dataset
Level of theory: wB97M-V/def2-TZVPD

Structure (XYZ):
```
14
Properties=species:S:1:pos:R:3:lowdin_charge:R:1
O -1.431 0.048 -1.156 -0.246
C -0.647 -0.408 0.475 -0.759
O 0.368 0.568 0.483 -0.266
O -1.624 -0.239 1.351 -0.094
O 0.060 -1.629 0.426 -0.179
C 0.052 -2.501 1.560 -0.243
C 0.836 -3.786 1.231 -0.074
H 0.518 -2.024 2.427 0.125
H -0.962 -2.801 1.836 0.126
H 1.903 -3.592 1.123 0.056
H 0.732 -4.518 2.033 0.078
H 0.484 -4.246 0.307 0.079
Cu -0.174 1.771 -1.507 0.591
Li 1.901 -0.848 0.033 0.807
```

Values from the calculation:
Energy = -56221.8496 eV
Energy relative to the best compared isomer or geometry (same formula, charge and spin) = 97.4 kcal per mole
Largest force on an atom = 7.48 eV/Å
Multiplicity = 2

Entry 3:
Formula: C3H5EuLiO3
Source: the Open Molecules 2025 dataset
Level of theory: wB97M-V/def2-TZVPD

Structure (XYZ):
```
13
Properties=species:S:1:pos:R:3:lowdin_charge:R:1
O -0.723 0.910 -0.688 -0.017
C -1.031 -0.151 -1.414 -0.325
C 0.646 1.057 -0.262 -0.090
O -1.891 -1.024 -1.322 -0.079
O 0.033 -0.885 0.803 -0.600
C 0.690 0.318 1.076 -0.281
H 0.844 2.127 -0.147 0.157
H 1.308 0.555 -0.983 0.148
H 0.181 0.918 1.851 0.134
H 1.739 0.122 1.357 0.133
H -0.606 -0.032 -2.430 0.186
Eu -2.162 -1.521 0.991 1.797
Li 0.974 -2.393 1.167 0.837
```

Values from the calculation:
Energy = -28852.6971 eV
Energy relative to the best compared isomer or geometry (same formula, charge and spin) = 11.4 kcal per mole
Charge = +2
Largest force on an atom = 3.99 eV/Å
Multiplicity = 8

Entry 4:
Formula: C3H5F
Source: the Open Molecules 2025 dataset
Level of theory: wB97M-V/def2-TZVPD

Structure (XYZ):
```
9
Properties=species:S:1:pos:R:3:lowdin_charge:R:1
C -1.347 0.086 -0.463 -0.052
C -0.449 0.043 0.476 -0.120
C 1.213 -0.107 0.072 -0.216
F 1.664 1.141 0.007 -0.047
H -2.402 0.188 -0.260 0.043
H -1.125 0.013 -1.571 0.084
H -0.596 -0.166 1.577 0.101
H 1.469 -0.704 -0.861 0.124
H 1.573 -0.493 1.024 0.083
```

Values from the calculation:
Energy = -5907.5986 eV
Energy relative to the best compared isomer or geometry (same formula, charge and spin) = 23.8 kcal per mole
SMILES = C=CCF
Largest force on an atom = 4.59 eV/Å

Entry 5:
Formula: C3H5F2IO
Source: the Open Molecules 2025 dataset
Level of theory: wB97M-V/def2-TZVPD

Structure (XYZ):
```
12
Properties=species:S:1:pos:R:3:lowdin_charge:R:1
C 0.184 0.111 0.602 -0.063
C -0.385 -0.045 -0.730 -0.323
C -2.322 1.168 -0.339 -0.763
O -0.880 -1.145 -1.197 -0.026
F -2.045 1.898 0.771 -0.066
F -2.893 1.960 -1.306 -0.068
I -3.767 -0.389 0.128 0.787
H 0.142 1.170 0.823 0.073
H 1.224 -0.367 0.790 0.128
H -0.661 -0.377 1.225 0.106
H -0.177 0.359 -1.710 0.136
H -1.201 -1.730 -0.487 0.079
```

Values from the calculation:
Energy = -18772.0697 eV
Energy relative to the best compared isomer or geometry (same formula, charge and spin) = 52.7 kcal per mole
Largest force on an atom = 3.86 eV/Å

Entry 6:
Formula: C3H5F2N
Source: the Open Molecules 2025 dataset
Level of theory: wB97M-V/def2-TZVPD

Structure (XYZ):
```
11
Properties=species:S:1:pos:R:3:lowdin_charge:R:1
F -1.061 -0.649 -0.847 -0.082
C -0.117 0.443 -1.002 -0.199
F -1.020 1.585 -1.403 -0.059
C 0.634 0.501 0.229 -0.222
C -0.230 -0.360 1.123 -0.128
N 1.005 -0.898 0.500 0.067
H 0.444 0.278 -1.970 0.173
H 1.191 1.323 0.633 0.146
H -0.208 -0.165 2.188 0.103
H -1.186 -0.754 0.902 0.102
H 0.548 -1.303 -0.353 0.098
```

Values from the calculation:
Energy = -10113.9904 eV
Energy relative to the best compared isomer or geometry (same formula, charge and spin) = 54.0 kcal per mole
SMILES = FC(F)[C@H]1CN1
Largest force on an atom = 5.71 eV/Å

Entry 7:
Formula: C3H5F2N
Source: the Open Molecules 2025 dataset
Level of theory: wB97M-V/def2-TZVPD

Structure (XYZ):
```
11
Properties=species:S:1:pos:R:3:lowdin_charge:R:1
C -0.094 -0.778 0.686 -0.225
C -0.029 1.536 -0.508 -0.118
C 0.313 0.006 -0.561 -0.225
N -0.596 -2.355 0.362 0.156
F 0.099 -0.342 1.924 0.061
F -0.502 -3.136 1.532 -0.121
H 0.345 2.064 0.467 0.114
H -1.127 1.585 -0.559 0.060
H 0.165 1.991 -1.505 0.073
H 1.469 0.092 -0.488 0.127
H -0.043 -0.664 -1.351 0.098
```

Values from the calculation:
Energy = -10110.1341 eV
Energy relative to the best compared isomer or geometry (same formula, charge and spin) = 64.7 kcal per mole
Largest force on an atom = 3.74 eV/Å
Multiplicity = 3

Entry 8:
Formula: C3H5F2NOS
Source: the Open Molecules 2025 dataset
Level of theory: wB97M-V/def2-TZVPD

Structure (XYZ):
```
13
Properties=species:S:1:pos:R:3:lowdin_charge:R:1
O -2.458 -0.052 0.690 -0.007
C -2.232 0.483 -0.357 -0.426
N -1.170 0.026 -1.093 -0.330
S -0.389 -1.414 -0.604 0.945
C 0.650 -0.723 0.760 -0.357
C 1.785 0.159 0.284 -0.401
F 1.304 1.258 -0.407 0.019
F 2.672 -0.531 -0.547 0.012
H -2.748 1.357 -0.806 0.137
H -0.734 0.642 -1.785 0.099
H 0.989 -1.590 1.230 0.053
H 0.021 -0.108 1.477 0.115
H 2.309 0.494 1.158 0.140
```

Values from the calculation:
Energy = -22999.5510 eV
Energy relative to the best compared isomer or geometry (same formula, charge and spin) = 0.1 kcal per mole
SMILES = O=CNSCC(F)F
Largest force on an atom = 2.70 eV/Å

Entry 9:
Formula: C3H5F2O2Si
Source: the Open Molecules 2025 dataset
Level of theory: wB97M-V/def2-TZVPD

Structure (XYZ):
```
13
Properties=species:S:1:pos:R:3:lowdin_charge:R:1
C 0.641 -0.345 0.003 -0.523
C -0.650 1.592 0.100 0.024
C 1.864 -1.268 -0.064 0.070
O 0.643 0.929 -0.007 0.162
O -0.472 -0.958 0.068 0.118
F -2.643 -0.269 -1.329 0.028
F -2.603 -0.154 1.259 0.036
Si -1.813 0.058 -0.047 0.455
H -0.615 2.115 1.048 0.145
H -0.536 2.506 -0.621 0.183
H 1.746 -1.668 0.944 0.112
H 2.660 -0.657 -0.377 0.079
H 1.777 -1.880 -0.976 0.110
```

Values from the calculation:
Energy = -20589.6592 eV
Energy relative to the best compared isomer or geometry (same formula, charge and spin) = 56.9 kcal per mole
Charge = +1
Largest force on an atom = 8.53 eV/Å
Multiplicity = 3

Entry 10:
Formula: C3H5F2OP
Source: the Open Molecules 2025 dataset
Level of theory: wB97M-V/def2-TZVPD

Structure (XYZ):
```
12
Properties=species:S:1:pos:R:3:lowdin_charge:R:1
C 2.063 -0.079 -0.356 0.049
C 1.154 0.398 0.495 -0.126
C -0.083 0.986 0.068 -0.483
O -2.018 -1.714 -0.384 -0.468
F -0.491 2.085 0.754 0.012
F -0.212 1.250 -1.253 0.023
P -2.438 -0.285 0.297 0.857
H 2.996 -0.476 -0.007 0.056
H 1.905 -0.040 -1.420 0.062
H 1.304 0.392 1.566 0.110
H -2.050 -1.740 -1.341 0.029
H -2.129 -0.778 1.581 -0.121
```

Values from the calculation:
Energy = -19960.6049 eV
Energy relative to the best compared isomer or geometry (same formula, charge and spin) = 37.7 kcal per mole
Largest force on an atom = 3.59 eV/Å

Entry 11:
Formula: C3H5F3IN
Source: the Open Molecules 2025 dataset
Level of theory: wB97M-V/def2-TZVPD

Structure (XYZ):
```
13
Properties=species:S:1:pos:R:3:lowdin_charge:R:1
C -0.949 -1.126 0.918 0.023
C -0.265 0.697 -0.263 -0.406
C 1.179 0.784 0.217 -0.890
N -0.364 0.149 -1.551 0.083
F -0.967 1.702 0.237 0.112
F 1.859 1.721 -0.507 -0.005
F 1.231 1.350 1.396 0.062
I 2.413 -1.037 0.164 0.901
H -0.117 -1.400 1.573 -0.029
H -1.110 -1.704 0.123 -0.046
H -1.736 -0.678 1.503 0.016
H -1.193 0.315 -2.182 0.136
H 0.018 -0.774 -1.629 0.043
```

Values from the calculation:
Energy = -20931.8899 eV
Energy relative to the best compared isomer or geometry (same formula, charge and spin) = 48.8 kcal per mole
Largest force on an atom = 6.28 eV/Å

Entry 12:
Formula: C3H5F3OSi
Source: the Open Molecules 2025 dataset
Level of theory: wB97M-V/def2-TZVPD

Structure (XYZ):
```
13
Properties=species:S:1:pos:R:3:lowdin_charge:R:1
C -0.150 0.283 0.211 -0.356
C 0.120 1.198 -0.979 -0.080
C -0.747 -1.016 -0.277 -0.694
O 0.531 -0.389 2.927 -0.146
F -0.941 -1.911 0.709 0.103
F 0.040 -1.639 -1.177 0.120
F -1.943 -0.860 -0.869 0.134
Si 1.121 -0.229 1.549 0.590
H -0.825 1.416 -1.479 0.089
H 0.549 2.138 -0.645 0.077
H 0.785 0.737 -1.705 0.083
H -0.957 0.741 0.803 0.121
H 2.417 -0.470 0.929 -0.041
```

Values from the calculation:
Energy = -21265.6820 eV
Energy relative to the best compared isomer or geometry (same formula, charge and spin) = 0.0 kcal per mole
Largest force on an atom = 8.26 eV/Å
Multiplicity = 3

Among the records above, which one has the lowest energy relative to the best compared isomer or geometry (same formula, charge and spin)? C3H5F3OSi

Which of these has the highest energy relative to the best compared isomer or geometry (same formula, charge and spin)? C3H5ClS2